Entry 1:
Below is an isolated ion of composition C11H18N3OS and charge +1, with properties calculated with the ωB97M-V functional and the def2-TZVPD basis.

```
! RIJCOSX wB97M-V def2-TZVPD def2/J DEFGRID3
* xyz 1 1
C -0.420 -2.391 -0.083
C -0.351 -1.195 -0.122
N -0.670 0.101 -0.424
C -1.124 0.558 -1.646
C -1.343 -0.212 -2.907
C -0.382 0.335 -4.010
C 1.059 0.475 -3.453
N -1.332 1.823 -1.596
N -0.993 2.158 -0.327
S -1.086 3.810 0.150
C -0.589 1.156 0.421
C -0.126 1.266 1.840
C -0.461 0.050 2.759
C 0.881 -0.449 3.359
O 1.751 -0.975 2.383
C 1.906 -2.385 2.446
H -0.477 -3.429 0.161
H -2.354 -0.077 -3.303
H -1.084 -1.268 -2.783
H -0.382 -0.313 -4.891
H -0.690 1.330 -4.355
H 1.239 -0.371 -2.769
H 1.188 1.399 -2.877
H 1.827 0.417 -4.229
H -2.186 3.861 0.947
H -0.645 2.137 2.256
H 0.944 1.505 1.877
H -1.047 0.412 3.613
H -1.025 -0.748 2.269
H 1.368 0.462 3.750
H 0.714 -1.097 4.228
H 2.951 -2.650 2.244
H 1.630 -2.825 3.411
H 1.307 -2.869 1.660
*
```

Values from the calculation:
Structure (SMILES)   C#Cn1c(CCC)n[n+](S)c1CCCOC
Kohn-Sham gap   9.417 eV

natural (NBO) population analysis, charges in e, atoms 1 to 5:
1. C -0.124
2. C 0.108
3. N -0.379
4. C 0.424
5. C -0.469



Entry 2:
Below is C25H30BrF2IN2O2 as an isolated structure, with properties calculated with the ωB97M-V functional and the def2-TZVPD basis.

```
! RIJCOSX wB97M-V def2-TZVPD def2/J DEFGRID3
* xyz 0 1
C 2.664 -3.262 0.411
C 1.142 -2.915 0.509
O 0.911 -1.590 1.020
C -0.503 -1.328 1.019
C -0.806 -0.085 0.041
C 0.555 0.420 -0.435
N 1.577 0.625 -0.854
C -1.720 -0.621 -1.108
C -1.592 0.118 -2.486
C -0.431 -0.421 -3.412
C 0.338 0.846 -3.959
C 1.393 0.506 -5.063
O 2.451 1.484 -4.987
C 3.530 0.942 -4.209
C -1.449 1.034 0.928
Br -1.771 2.729 -0.072
I -3.340 0.501 1.840
C -0.525 1.431 2.075
N 0.215 1.735 2.868
H 2.809 -4.310 0.763
H 3.326 -2.549 0.937
H 2.950 -3.289 -0.667
H 0.697 -3.619 1.255
H 0.705 -3.037 -0.508
H -0.974 -2.260 0.637
H -0.896 -1.171 2.046
H -2.803 -0.608 -0.842
H -1.494 -1.694 -1.310
H -1.515 1.219 -2.421
H -2.541 -0.091 -3.040
H -0.807 -1.053 -4.247
H 0.293 -1.038 -2.834
H 0.746 1.443 -3.122
H -0.449 1.484 -4.436
H 0.905 0.707 -6.045
H 1.783 -0.530 -4.977
H 3.081 0.336 -3.383
H 4.142 0.304 -4.895
H 4.148 1.732 -3.739
F -3.152 -3.489 1.024
C -3.230 -4.106 2.220
C -2.123 -4.123 3.048
C -2.208 -4.754 4.281
C -3.393 -5.369 4.666
C -4.495 -5.349 3.821
C -4.417 -4.709 2.592
H -1.206 -3.645 2.728
H -1.350 -4.767 4.942
H -3.456 -5.865 5.627
H -5.417 -5.832 4.120
H -5.268 -4.675 1.924
F 2.681 8.564 0.727
C 2.298 7.307 1.018
C 1.948 6.451 -0.010
C 1.558 5.152 0.291
C 1.513 4.730 1.613
C 1.862 5.603 2.636
C 2.263 6.898 2.338
H 1.983 6.801 -1.034
H 1.289 4.470 -0.506
H 1.204 3.720 1.847
H 1.823 5.273 3.667
H 2.548 7.590 3.121
*
```

Values from the calculation:
Relative energy (zero: lowest compared OMol25 entry of this formula, charge and spin)   0.00 kJ/mol
Kohn-Sham gap   8.147 eV

natural (NBO) population analysis, charges in e, atoms 1 to 5:
1. C -0.636
2. C -0.062
3. O -0.547
4. C -0.067
5. C -0.211



Entry 3:
Below is C30H29BNO7 as an isolated structure, with properties calculated with the ωB97M-V functional and the def2-TZVPD basis.

```
! RIJCOSX wB97M-V def2-TZVPD def2/J DEFGRID3
* xyz 1 1
C -5.698 0.689 1.523
C -4.273 0.292 1.555
C -3.799 -0.953 2.048
C -2.450 -1.053 1.957
C -1.921 0.269 1.366
B -1.648 0.304 -2.006
N -2.539 0.085 -3.230
C -3.744 -0.780 -2.812
C -2.929 1.485 -3.577
C -3.197 2.009 -2.181
O -4.030 2.745 -1.770
O -2.243 1.451 -1.334
C -1.373 -0.545 -3.848
C -1.269 -1.750 -2.949
O -1.136 -2.896 -3.289
O -1.443 -1.169 -1.631
O -3.258 0.997 1.046
H -6.307 -0.022 2.111
H -5.832 1.690 1.947
H -6.050 0.638 0.489
H -4.457 -1.658 2.575
H -1.804 -1.944 2.107
H -3.994 -1.356 -3.659
H -3.452 -1.520 -2.055
H -4.620 -0.225 -2.371
H -2.053 2.111 -3.933
H -3.823 1.443 -4.211
H -1.570 -0.646 -4.919
H -0.449 0.143 -3.632
C 2.125 4.687 -3.033
O 1.446 4.799 -1.751
C 1.224 3.659 -1.053
C 0.341 3.741 0.052
C -0.371 2.640 0.498
C -0.182 1.380 -0.114
C -1.008 0.127 0.261
C -0.029 -0.966 0.637
C 0.402 -0.816 1.975
C 1.495 -1.485 2.522
C 2.150 -2.459 1.766
O 3.024 -3.392 2.341
C 4.221 -3.001 2.917
C 5.051 -4.062 3.352
C 6.362 -3.752 3.756
C 6.806 -2.416 3.769
C 5.953 -1.373 3.356
C 4.644 -1.661 2.931
C 1.764 -2.592 0.453
C 0.799 -1.786 -0.127
C 0.929 1.236 -0.996
C 1.613 2.355 -1.474
H 2.162 5.679 -3.557
H 3.157 4.314 -2.837
H 1.645 3.918 -3.657
H 0.110 4.765 0.433
H -1.065 2.843 1.312
H -1.558 0.971 2.131
H -0.042 -0.093 2.641
H 1.748 -1.324 3.555
H 4.653 -5.086 3.298
H 7.030 -4.579 4.063
H 7.820 -2.174 4.126
H 6.277 -0.335 3.360
H 3.964 -0.874 2.573
H 2.283 -3.374 -0.130
H 0.705 -1.814 -1.203
H 1.321 0.218 -1.222
H 2.389 2.244 -2.244
*
```

Values from the calculation:
Relative energy (zero: lowest compared OMol25 entry of this formula, charge and spin)   121.17 kJ/mol
Kohn-Sham gap   4.757 eV

natural (NBO) population analysis, charges in e, atoms 1 to 5:
1. C -0.704
2. C 0.585
3. C -0.369
4. C 0.038
5. C 0.028